1.
C26H45F5P2Sn | ωB97M-V/def2-TZVPD

Summary:
- Highest occupied orbital energy (spin up / spin down): -11.7 / -11.6 eV
- Net charge: +2
- 2S+1: 1
- ΔE to the lowest compared entry with this formula, charge and spin: 0.0 kJ/mol
- LUMO (spin up / spin down): -7.8 / -7.8 eV
- E_tot: -2413.3059 Eh

Element x y z (Å)
Sn  1.65169  0.05545  -1.22539
C  -1.24647  -2.56228  -1.75029
C  0.09961  -2.92988  -1.46299
C  -1.10198  -3.08051  0.49026
C  -1.99547  -2.68901  -0.55077
C  0.18853  -3.24710  -0.07189
C  -1.74238  -2.13358  -3.07540
H  -1.02717  -1.45014  -3.56487
H  -2.71506  -1.62313  -3.01187
H  -1.87304  -3.00028  -3.74668
C  -3.42621  -2.39223  -0.36184
H  -3.91454  -2.13843  -1.30793
H  -3.52383  -1.53862  0.31378
H  -3.98017  -3.21964  0.10534
C  -1.43822  -3.25588  1.91847
H  -1.15725  -4.25695  2.28326
H  -2.51842  -3.13169  2.07752
H  -0.90638  -2.50872  2.53398
C  1.39616  -3.74550  0.63042
H  1.64663  -4.76756  0.28046
H  1.21523  -3.81340  1.71491
H  2.28538  -3.11349  0.44922
C  1.20134  -2.99090  -2.45866
H  0.95545  -3.69761  -3.26937
H  2.14022  -3.31895  -1.98805
H  1.37116  -2.01069  -2.95470
C  1.88999  2.25939  -1.75703
C  2.11660  1.40256  -2.89809
C  3.48817  1.07953  -3.41999
C  4.27440  -0.07298  -2.70531
C  3.80091  -0.44780  -1.31605
C  3.70997  0.55652  -0.30926
C  4.17007  1.97010  -0.60056
C  3.01053  2.90007  -0.95336
H  4.11288  1.97184  -3.47160
H  5.34131  0.17673  -2.72365
H  3.35623  0.76811  -4.46134
H  3.40056  3.81485  -1.41707
H  0.91027  2.74726  -1.59059
H  1.30328  1.21100  -3.60323
H  2.58905  3.26416  -0.00007
H  4.69768  2.36861  0.28427
H  3.65835  0.31372  0.75581
H  4.91659  1.97073  -1.40418
H  4.20889  -0.96436  -3.34450
H  3.94550  -1.49030  -1.00802
P  -3.05870  1.96056  -0.55378
C  -4.50737  1.25405  -1.36673
H  -4.80876  1.96144  -2.14786
H  -5.34955  1.10974  -0.66227
H  -4.24669  0.31943  -1.88979
C  -3.20182  3.70541  -0.12507
H  -3.57361  4.24391  -1.00034
H  -2.23123  4.13880  0.15276
H  -3.93717  3.84399  0.68711
C  -1.62363  1.52469  -1.55542
H  -0.67507  1.79487  -1.07447
H  -1.72381  2.06385  -2.49472
H  -1.55713  0.44952  -1.79081
P  0.78135  0.60980  3.59812
C  2.21260  -0.33384  4.22125
H  2.76665  0.21388  4.98929
H  2.86222  -0.53167  3.35491
H  1.85031  -1.29131  4.59737
C  1.50277  2.27446  3.59494
H  2.10018  2.38417  2.68110
H  2.12918  2.42133  4.47902
H  0.68794  3.00675  3.55456
C  -0.39744  0.65677  4.97786
H  0.07083  0.94115  5.93150
H  -0.85436  -0.34653  5.04104
H  -1.16889  1.39454  4.69843
F  -1.95985  2.06468  1.90087
C  -2.74691  1.21581  1.11910
F  -2.00439  0.03775  1.06525
C  -4.10105  0.98228  1.82636
F  -4.70590  -0.17311  1.40109
F  -3.98186  0.90296  3.16699
F  -5.03485  1.96086  1.56924

=====

2.
C5H12NOS | ωB97M-V/def2-TZVPD

Summary:
- Highest occupied orbital energy: -2.3 eV
- Net charge: -1
- 2S+1: 1
- ΔE to the lowest compared entry with this formula, charge and spin: 430.3 kJ/mol
- LUMO: 2.3 eV
- E_tot: -725.7907 Eh

Element x y z (Å)
C  1.12456  1.24535  -1.61138
C  0.64442  0.30492  -0.42862
C  -0.85823  0.34367  -0.28380
C  -1.67448  -0.94548  -0.17562
S  -3.29939  -0.63529  0.52766
N  1.34723  0.32327  0.82421
C  2.83762  0.23033  0.77559
O  3.37433  -0.61662  -0.06402
H  2.17058  1.12618  -1.91094
H  0.43833  1.14036  -2.47342
H  1.01402  2.28312  -1.24557
H  0.95030  -0.62052  -0.94064
H  -0.95001  0.74312  0.74358
H  -1.42124  1.06730  -0.92345
H  -1.13114  -1.61196  0.53564
H  -1.89922  -1.49848  -1.08904
H  -3.47952  0.67189  -0.77607
H  1.06658  1.07788  1.44787
H  3.16203  1.36059  0.54178
H  3.17989  0.23463  1.84048

=====

3.
C36H47F5O13 | ωB97M-V/def2-TZVPD

Summary:
- Highest occupied orbital energy: -9.6 eV
- 2S+1: 1
- LUMO: 0.3 eV
- E_tot: -2877.5284 Eh

Element x y z (Å)
C  1.28963  4.43894  3.09117
C  1.60912  3.13323  2.30239
C  2.40084  3.44483  1.01019
C  0.37895  2.20084  2.11265
C  -0.58640  2.56282  0.99631
C  -1.75371  1.46319  0.97231
F  -2.93874  2.01490  0.57389
F  -1.95934  0.90770  2.20096
C  -1.44850  0.35393  -0.04528
C  -2.21786  0.19989  -1.18181
C  -1.96328  -0.78744  -2.10088
C  -0.89914  -1.66558  -1.96546
C  -0.13760  -1.50631  -0.81069
C  1.03386  -2.43757  -0.56786
F  2.17086  -1.83059  -1.01947
F  1.25629  -2.63004  0.75625
F  0.89097  -3.62169  -1.14610
C  -0.41597  -0.53777  0.12489
O  -0.11507  2.46431  -0.37572
C  -0.51605  3.53279  -1.11814
O  -0.06960  3.88958  -2.17317
O  -1.52985  4.19703  -0.44330
C  -1.14071  3.98748  0.92102
C  -2.07793  4.48634  2.00621
H  0.58363  4.26860  3.91279
H  1.02522  5.28005  2.44096
H  2.23810  4.72529  3.57527
H  2.30082  2.58517  2.96137
H  3.46530  3.60676  1.21270
H  2.35969  2.55428  0.36285
H  1.93667  4.27018  0.45678
H  0.77161  1.18103  2.01180
H  -0.15508  2.20206  3.07382
H  -3.06874  0.84925  -1.37100
H  -2.59170  -0.91825  -2.98017
H  -0.68300  -2.44588  -2.70383
H  0.22751  -0.52427  1.00229
H  -0.22384  4.60457  0.96746
H  -1.66352  4.24894  2.99517
H  -2.20204  5.57362  1.96662
H  -3.06648  4.01574  1.93383
O  -1.83032  9.17069  -3.16770
C  -1.43794  8.24487  -3.81429
O  -0.95170  8.37135  -5.07668
C  -0.66653  7.07179  -5.62057
C  -0.48896  6.16314  -4.41558
C  -1.43979  6.78687  -3.40227
H  -1.50636  6.76796  -6.25060
H  0.23090  7.12617  -6.23397
H  -0.69746  5.11705  -4.62895
H  0.53554  6.23168  -4.04623
H  -2.45360  6.39471  -3.49708
H  -1.08217  6.67021  -2.38338
O  -3.72985  -3.28161  -0.30275
C  -3.39809  -4.23410  -0.94356
O  -2.94457  -4.15322  -2.22108
C  -2.73229  -5.47328  -2.74817
C  -2.56007  -6.36681  -1.53172
C  -3.45301  -5.68320  -0.50317
H  -3.60214  -5.75112  -3.34844
H  -1.85037  -5.46964  -3.38594
H  -2.81970  -7.40710  -1.72218
H  -1.52220  -6.33609  -1.19400
H  -4.48566  -6.03064  -0.56154
H  -3.07121  -5.79584  0.50795
O  0.61096  -3.43507  -3.89471
C  1.31586  -2.68428  -4.51068
O  0.88673  -1.99570  -5.59235
C  1.98164  -1.26864  -6.17661
C  2.99958  -1.11890  -5.05960
C  2.77878  -2.39382  -4.25405
H  2.36987  -1.84536  -7.01932
H  1.62390  -0.30895  -6.54315
H  4.01895  -0.99396  -5.42089
H  2.75228  -0.25065  -4.44580
H  3.37499  -3.22628  -4.63257
H  2.96488  -2.24449  -3.19684
O  4.22794  -4.35352  4.58280
C  3.91065  -5.07398  3.68379
O  3.95268  -6.42932  3.76415
C  3.61671  -7.00434  2.49107
C  2.82724  -5.92911  1.76279
C  3.45565  -4.64989  2.30224
H  4.54263  -7.26380  1.97214
H  3.03546  -7.91105  2.64651
H  2.87268  -6.02113  0.67865
H  1.77744  -5.97488  2.05923
H  4.32726  -4.34628  1.72024
H  2.73586  -3.83951  2.36118
O  -1.22875  2.43819  5.95670
C  -1.09550  1.25116  6.03269
O  -0.01311  0.59614  5.54691
C  -0.19749  -0.82407  5.68790
C  -1.22456  -0.98350  6.79633
C  -2.08280  0.26413  6.61789
H  -0.54963  -1.22493  4.73434
H  0.75430  -1.28941  5.93551
H  -1.78199  -1.91655  6.73481
H  -0.72896  -0.95227  7.76843
H  -2.88986  0.10604  5.90073
H  -2.47961  0.62622  7.56240